# C24H44Cl16O6

A 10-piece molecular cluster, C24H44Cl16O6 overall at a distorted geometry (the ωB97M-V functional and the def2-TZVPD basis, the Open Molecules 2025 dataset).

Positions of all 90 atoms, in Å:
C1 21.845 -26.018 -14.294
C2 21.320 -25.576 -15.638
C3 21.997 -26.378 -16.750
O1 20.932 -27.018 -17.446
C4 19.760 -26.801 -16.853
O2 18.735 -27.307 -17.115
O3 19.935 -25.991 -15.770
H1 22.882 -25.685 -14.165
H2 21.889 -27.102 -14.159
H3 21.301 -25.626 -13.437
H4 21.284 -24.501 -15.785
H5 22.674 -27.164 -16.439
H6 22.502 -25.709 -17.452
C5 21.249 -29.459 -12.118
C6 19.987 -29.578 -11.281
C7 20.176 -29.183 -9.822
O4 19.221 -28.109 -9.622
C8 18.578 -27.870 -10.795
O5 17.722 -27.056 -10.898
O6 18.990 -28.685 -11.765
H7 21.955 -30.243 -11.818
H8 21.774 -28.530 -11.886
H9 21.085 -29.580 -13.185
H10 19.645 -30.617 -11.314
H11 21.155 -28.750 -9.617
H12 19.933 -29.993 -9.142
Cl1 16.475 -23.317 -14.264
C9 16.629 -24.444 -12.884
C10 17.528 -23.878 -11.798
Cl2 19.214 -23.855 -12.428
H13 17.059 -25.353 -13.288
H14 15.631 -24.614 -12.488
H15 17.546 -24.453 -10.877
H16 17.261 -22.848 -11.567
Cl3 26.091 -27.925 -20.013
C11 25.427 -28.035 -18.337
C12 26.024 -26.921 -17.518
Cl4 25.268 -26.820 -15.907
H17 25.611 -29.041 -17.980
H18 24.361 -27.881 -18.492
H19 25.995 -25.974 -18.048
H20 27.066 -27.111 -17.263
Cl5 19.004 -23.457 -18.361
C13 20.536 -23.726 -19.216
C14 20.435 -23.348 -20.691
Cl6 19.691 -24.720 -21.563
H21 20.820 -24.779 -19.198
H22 21.302 -23.222 -18.630
H23 21.399 -23.202 -21.160
H24 19.775 -22.495 -20.807
Cl7 22.012 -21.745 -15.023
C15 22.610 -21.844 -13.355
C16 24.118 -22.137 -13.363
Cl8 24.509 -23.676 -14.097
H25 21.976 -22.455 -12.715
H26 22.427 -20.837 -12.966
H27 24.472 -22.189 -12.334
H28 24.613 -21.359 -13.935
Cl9 23.703 -24.968 -19.784
C17 24.935 -24.529 -20.995
C18 24.305 -23.613 -22.024
Cl10 23.131 -24.273 -23.158
H29 25.342 -25.444 -21.409
H30 25.660 -23.923 -20.459
H31 25.072 -23.015 -22.527
H32 23.827 -22.804 -21.460
Cl11 21.940 -23.617 -8.207
C19 20.519 -24.097 -9.148
C20 20.673 -25.479 -9.747
Cl12 22.063 -25.678 -10.844
H33 20.366 -23.383 -9.958
H34 19.578 -24.040 -8.600
H35 19.786 -25.718 -10.321
H36 20.761 -26.184 -8.925
Cl13 21.492 -28.701 -20.542
C21 19.826 -28.939 -19.874
C22 19.037 -29.895 -20.720
Cl14 19.439 -31.596 -20.232
H37 19.438 -27.923 -19.909
H38 19.927 -29.195 -18.828
H39 19.344 -29.876 -21.758
H40 17.968 -29.766 -20.602
Cl15 15.830 -28.359 -22.040
C23 16.316 -26.976 -21.068
C24 15.980 -27.093 -19.610
Cl16 14.249 -27.332 -19.250
H41 15.907 -26.066 -21.503
H42 17.400 -26.907 -21.171
H43 16.259 -26.180 -19.082
H44 16.572 -27.857 -19.109

The structure (SMILES) is C[C@H]1COC(=O)O1.C[C@H]1COC(=O)O1.ClCCCl.ClCCCl.ClCCCl.ClCCCl.ClCCCl.ClCCCl.ClCCCl.ClCCCl. For the highest occupied orbital energy, the calculation gives -10.28 eV. The energy comes out at -238248.075 eV. Its largest force on an atom is 2.76 eV/A. As for the spin multiplicity: 1. The value obtained for the frontier orbital gap is 10.500 eV.

Here are the Löwdin charges for atoms 1 to 5, given in e:
1. C -0.066
2. C -0.276
3. C -0.117
4. O 0.039
5. C -0.599

# C3H5NO2S

A single C3H5NO2S molecule at a distorted geometry (the ωB97M-V functional and the def2-TZVPD basis, the Open Molecules 2025 dataset).

Positions of all 12 atoms, in Å:
C1 -1.340 -0.522 0.014
C2 0.339 1.300 -0.931
C3 -0.005 0.140 -0.039
N1 1.111 -1.000 0.500
O1 -1.484 -1.331 1.037
O2 -2.171 -0.392 -0.846
S1 -0.173 1.619 0.814
H1 1.336 1.616 -1.096
H2 -0.395 1.596 -1.651
H3 1.847 -0.362 0.938
H4 1.601 -1.364 -0.374
H5 -0.666 -1.299 1.635

The structure (SMILES) is N[C@]1(C(=O)O)CS1. For the highest occupied orbital energy, the calculation gives -9.47 eV. The energy comes out at -19611.085 eV. Its largest force on an atom is 4.15 eV/A. As for the spin multiplicity: 1. The value obtained for the frontier orbital gap is 10.032 eV.

Here are the Löwdin charges for atoms 1 to 5, given in e:
1. C -0.638
2. C -0.259
3. C -0.709
4. N 0.028
5. O 0.102

# C22H30N6O2

C22H30N6O2 as an isolated structure at a distorted geometry (the ωB97M-V functional and the def2-TZVPD basis, the Open Molecules 2025 dataset).

Positions of all 60 atoms, in Å:
C1 5.074 -1.348 -1.969
C2 3.828 -1.777 -2.814
C3 2.769 -0.704 -3.262
C4 2.045 -0.249 -2.002
H1 2.732 0.273 -1.100
H2 1.481 0.489 -2.247
O1 1.485 -1.528 -1.440
C5 0.052 -1.156 -1.400
N1 -0.522 -2.286 -0.987
C6 -1.872 -2.251 -0.553
C7 -2.554 -1.165 -0.919
C8 -1.764 0.072 -1.394
N2 -0.493 0.086 -1.405
N3 -2.485 1.145 -1.449
C9 -3.872 1.389 -1.470
C10 -4.464 0.153 -0.450
O2 -5.614 0.478 0.169
N4 -3.807 -0.941 -0.243
H3 -4.399 -1.526 0.260
H4 -4.197 2.134 -1.157
H5 -4.217 1.150 -2.498
C11 -1.558 2.188 -1.801
C12 -0.541 2.452 -0.835
C13 -0.638 2.030 0.575
C14 0.277 2.457 1.256
C15 1.499 2.757 1.065
C16 1.819 3.194 -0.098
C17 0.635 2.988 -1.307
H6 0.978 3.186 -2.161
H7 2.716 3.438 -0.521
H8 2.359 2.822 1.644
C18 0.144 1.949 2.866
N5 -0.459 0.445 2.870
C19 -0.753 0.051 4.295
H9 -0.072 0.355 5.034
C20 -0.882 -1.650 3.951
H10 -1.809 -1.822 4.151
H11 -0.127 -2.216 4.958
C21 -0.185 -1.862 2.672
H12 -0.910 -2.180 1.877
H13 0.470 -2.785 2.859
C22 0.612 -0.772 2.313
H14 1.600 -0.469 2.817
H15 0.691 -0.360 1.380
H16 -1.742 0.406 4.319
H17 0.930 1.932 3.589
H18 -0.663 2.473 3.519
H19 -1.719 1.872 1.115
H20 -2.369 3.313 -1.804
H21 -1.142 2.205 -2.833
N6 -2.473 -3.378 -0.123
H22 -3.439 -3.539 -0.341
H23 -2.038 -4.137 -0.174
H24 2.265 -1.139 -3.884
H25 3.389 0.100 -3.468
H26 4.321 -2.429 -3.798
H27 3.487 -2.509 -2.327
H28 5.706 -0.511 -2.532
H29 4.692 -0.966 -1.124
H30 5.725 -2.326 -1.666

For the highest occupied orbital energy, the calculation gives -8.17 eV. The energy comes out at -36318.236 eV. Its largest force on an atom is 18.02 eV/A. As for the spin multiplicity: 1. The value obtained for the frontier orbital gap is 8.579 eV.

Here are the Löwdin charges for atoms 1 to 5, given in e:
1. C -0.113
2. C -0.235
3. C -0.114
4. C -0.153
5. H 0.186

Energy relative to the best compared isomer or geometry (same formula, charge and spin) for the records above, in order: 0.075; 1.426; 20.421 eV